No. 1
C5H11NS | ωB97M-V/def2-TZVPD

```
! RIJCOSX wB97M-V def2-TZVPD def2/J DEFGRID3
* xyz 0 1
C 0.425 1.677 -0.480
C 0.729 0.433 0.344
S 2.281 -0.459 0.050
C -0.490 -0.543 0.500
C -1.812 0.146 0.893
N -2.309 0.084 -0.456
C -1.246 -0.953 -0.784
H 0.934 2.525 0.000
H -0.683 1.825 -0.403
H 0.873 1.558 -1.441
H 1.038 0.704 1.413
H 2.068 -0.924 -1.177
H -0.192 -1.382 1.169
H -2.434 -0.446 1.561
H -1.730 1.133 1.309
H -3.341 -0.058 -0.498
H -1.696 -1.918 -0.602
H -0.792 -0.835 -1.768
*
```

Results
Molar mass in g/mol: 117.22
HOMO energy in eV: -8.81
HOMO-LUMO gap in eV: 9.7
LUMO level in eV: 0.9

No. 2
C43H34HgN7O2P2Se2 | ωB97M-V/def2-TZVPD

```
! RIJCOSX wB97M-V def2-TZVPD def2/J DEFGRID3
* xyz -2 2
Hg 1.574 0.910 2.269
O 1.344 1.445 4.568
C 1.456 0.559 5.432
C 0.435 0.014 6.269
C 0.674 -0.987 7.280
C 1.764 -1.747 6.897
C 2.844 -1.371 6.140
C 2.604 -0.226 5.323
C 3.699 0.001 4.313
N 3.450 0.576 3.113
N 4.641 0.424 2.316
C 4.353 0.902 1.070
O 3.259 1.667 0.816
C 5.253 0.727 -0.042
C 4.897 0.792 -1.343
C 5.879 0.486 -2.335
C 7.200 0.459 -1.935
C 7.622 0.502 -0.656
C 6.668 0.524 0.261
H -0.275 0.720 6.693
H 0.356 -0.680 8.402
H 2.053 -2.735 7.465
H 3.555 -2.148 6.253
H 4.548 -0.642 4.494
H 3.914 0.864 -1.696
H 5.475 0.627 -3.277
H 7.946 0.428 -2.756
H 8.683 0.388 -0.433
H 6.815 0.387 1.335
Se 0.264 -0.612 -5.054
P -0.985 -0.050 -3.501
C -1.679 1.712 -3.777
C -0.972 2.461 -4.717
C -1.544 3.546 -5.180
C -2.709 4.052 -4.280
C -3.379 3.295 -3.423
C -2.824 2.051 -3.075
C -2.434 -0.978 -3.499
C -3.643 -1.100 -4.208
C -4.476 -2.033 -4.003
C -4.312 -3.126 -3.108
C -3.152 -3.165 -2.484
C -2.189 -2.215 -2.717
C -0.207 -0.237 -1.918
C -0.479 0.043 -0.479
N 0.665 -0.266 0.132
N 1.552 -0.936 -0.640
N 1.038 -0.841 -1.905
P -1.647 0.841 0.493
Se -1.233 0.945 2.627
C -3.082 -0.367 0.325
C -4.276 -0.170 -0.424
C -5.226 -1.295 -0.575
C -4.945 -2.378 0.153
C -3.794 -2.507 1.052
C -2.863 -1.541 0.963
C -1.911 2.505 -0.135
C -3.190 3.210 -0.045
C -3.307 4.637 -0.461
C -2.068 5.372 -0.870
C -1.054 4.451 -1.024
C -0.889 3.136 -0.772
H -0.193 1.810 -5.189
H -0.879 4.181 -5.939
H -3.096 4.942 -4.918
H -4.171 3.559 -2.682
H -3.440 1.734 -2.240
H -3.700 -0.419 -4.839
H -5.465 -2.038 -4.600
H -4.957 -3.942 -3.070
H -2.861 -3.995 -2.066
H -1.133 -2.352 -2.148
H -4.417 0.868 -1.057
H -6.001 -0.896 -1.489
H -5.514 -3.324 0.025
H -3.562 -3.479 1.451
H -1.851 -1.966 1.181
H -3.946 2.765 0.665
H -3.819 5.200 0.225
H 10.068 -3.914 -5.902
H 0.083 4.712 -1.048
H 0.047 2.714 -1.166
N 0.871 -2.660 3.649
C 1.786 -2.806 2.618
C 1.062 -3.464 1.658
N -0.229 -3.737 2.079
C -0.316 -3.177 3.243
H 1.065 -2.349 4.596
H 2.819 -2.597 2.801
H 1.239 -3.602 0.683
H -1.225 -3.072 3.770
*
```

Results
Molar mass in g/mol: 1101.25
HOMO energy in eV: -1.78
HOMO-LUMO gap in eV: 5.7
LUMO level in eV: 4.0

No. 3
C22H40ClN2O11P2Si4TeY | ωB97M-V/def2-TZVPD

```
! RIJCOSX wB97M-V def2-TZVPD def2/J DEFGRID3
* xyz 0 1
Y 0.537 1.547 -0.148
O 2.895 -3.912 -1.340
C 3.818 -3.264 -0.648
O 4.879 -3.758 -0.369
C 3.503 -1.858 -0.249
C 4.238 -1.103 0.652
Cl 5.613 -1.494 1.556
N 3.645 0.103 0.777
N 2.564 0.174 -0.014
C 2.462 -0.992 -0.634
C 1.216 -1.152 -1.471
O 0.818 -2.282 -1.753
O 0.639 -0.053 -1.745
C 3.882 1.150 1.719
C 5.079 1.843 1.719
C 5.255 2.863 2.642
C 4.239 3.190 3.528
C 3.038 2.496 3.506
C 2.858 1.459 2.603
H 2.066 -3.375 -1.489
H 5.850 1.592 1.004
H 6.183 3.418 2.652
H 4.380 3.997 4.235
H 2.241 2.754 4.191
H 1.944 0.874 2.595
C -3.748 0.198 2.351
C -2.228 0.197 2.373
O -1.761 -0.643 3.438
P -1.523 1.889 2.712
O -2.735 2.892 2.672
O -1.075 1.778 4.216
O -0.401 2.359 1.832
P -1.460 -0.293 0.795
O -2.147 -1.670 0.437
O 0.011 -0.438 1.126
O -1.700 0.815 -0.199
H -4.149 0.554 3.300
H -4.091 -0.821 2.180
H -4.117 0.840 1.553
H -0.966 -1.111 3.138
H -2.526 3.756 2.278
H -1.183 0.854 4.518
H -1.693 -2.142 -0.280
C 3.948 5.947 0.842
Si 2.149 6.415 1.089
C 1.503 5.517 2.614
C 2.033 8.265 1.422
Si 0.958 5.853 -0.852
Te 1.845 3.666 -1.719
Si 1.522 7.336 -2.583
C 0.939 9.094 -2.247
C 3.392 7.346 -2.750
C 0.747 6.725 -4.178
Si -1.374 5.829 -0.542
C -2.165 7.415 -1.168
C -1.811 5.703 1.294
C -2.190 4.388 -1.430
H 4.539 6.213 1.722
H 4.378 6.451 -0.026
H 4.039 4.872 0.673
H 2.238 5.581 3.421
H 1.313 4.459 2.414
H 0.576 5.967 2.973
H 2.527 8.509 2.367
H 0.995 8.600 1.492
H 2.518 8.843 0.633
H 1.274 9.456 -1.273
H -0.149 9.169 -2.277
H 1.340 9.768 -3.009
H 3.863 7.813 -1.881
H 3.695 7.910 -3.636
H 3.781 6.330 -2.842
H -0.344 6.732 -4.117
H 1.062 5.703 -4.393
H 1.040 7.359 -5.019
H -1.774 8.289 -0.642
H -3.247 7.385 -1.015
H -1.980 7.557 -2.235
H -1.572 6.623 1.830
H -1.231 4.908 1.772
H -2.889 5.536 1.408
H -2.152 4.544 -2.511
H -3.240 4.295 -1.140
H -1.709 3.427 -1.245
*
```

Results
Molar mass in g/mol: 934.82
HOMO energy in eV: -7.54
HOMO-LUMO gap in eV: 7.5
LUMO level in eV: 0.0

No. 4
C5H10O | ωB97M-V/def2-TZVPD

```
! RIJCOSX wB97M-V def2-TZVPD def2/J DEFGRID3
* xyz 0 1
C 1.280 0.679 -0.134
C -0.173 0.273 -0.124
C -1.245 1.309 0.184
C -0.479 -0.879 -1.056
C -0.198 -1.140 0.401
O 1.151 -1.879 0.743
H 1.526 1.259 0.768
H 1.908 -0.297 -0.081
H 1.509 1.271 -1.014
H -2.244 0.861 0.252
H -1.275 2.073 -0.605
H -1.035 1.820 1.131
H -1.499 -1.012 -1.417
H 0.283 -1.185 -1.765
H -0.960 -1.498 1.065
H 1.451 -1.655 1.650
*
```

Results
Molar mass in g/mol: 86.13
HOMO energy in eV: -9.76
HOMO-LUMO gap in eV: 10.7
LUMO level in eV: 0.9

No. 5
CH2N2O3 | ωB97M-V/def2-TZVPD

```
! RIJCOSX wB97M-V def2-TZVPD def2/J DEFGRID3
* xyz 0 1
O -2.112 -0.118 -1.567
N -1.281 0.616 -1.046
N -0.288 -0.114 -0.604
C 0.484 0.286 0.459
O 0.362 1.385 0.956
O 1.312 -0.663 0.945
H -0.266 -1.118 -0.809
H 1.789 -0.274 1.665
*
```

Results
Molar mass in g/mol: 90.04
HOMO energy in eV: -10.49
HOMO-LUMO gap in eV: 10.2
LUMO level in eV: -0.3

No. 6
C5H5N2P | ωB97M-V/def2-TZVPD

```
! RIJCOSX wB97M-V def2-TZVPD def2/J DEFGRID3
* xyz 0 1
P -1.208 -0.407 2.914
C -1.656 -0.875 1.474
C -1.179 -0.689 0.092
N 0.047 -0.278 -0.213
C 0.168 1.163 -0.350
C 1.466 1.322 -0.679
N 2.044 0.070 -0.799
C 1.162 -0.872 -0.569
H -1.864 0.192 -0.102
H -1.397 -1.564 -0.535
H -0.632 1.537 0.025
H 1.799 2.278 -0.644
H 1.250 -1.878 -0.614
*
```

Results
Molar mass in g/mol: 124.08
HOMO energy in eV: -9.22
HOMO-LUMO gap in eV: 8.6
LUMO level in eV: -0.6

No. 7
C13H19NO | ωB97M-V/def2-TZVPD

```
! RIJCOSX wB97M-V def2-TZVPD def2/J DEFGRID3
* xyz 0 1
C 1.185 1.310 2.774
C 0.199 0.484 2.001
C 0.414 0.048 0.717
C 1.729 0.197 0.136
C 2.847 -0.393 0.610
C 3.882 -0.145 -0.316
C 5.231 -0.729 -0.084
N 3.422 0.582 -1.327
O 2.048 0.825 -1.060
C -0.679 -0.640 -0.098
C -1.172 0.391 -1.154
C -0.149 -1.823 -0.871
C -1.767 -1.164 0.842
C -2.268 -0.038 1.736
C -1.121 0.304 2.711
H 2.049 1.620 2.171
H 1.608 0.777 3.662
H 0.744 2.280 3.092
H 2.943 -0.953 1.528
H 5.152 -1.815 0.132
H 5.809 -0.606 -0.941
H 5.691 -0.186 0.709
H -1.407 1.350 -0.640
H -2.042 0.020 -1.692
H -0.391 0.607 -1.904
H 0.506 -1.422 -1.696
H 0.429 -2.433 -0.179
H -1.002 -2.333 -1.331
H -1.399 -1.982 1.448
H -2.573 -1.552 0.221
H -3.138 -0.388 2.323
H -2.597 0.812 1.141
H -1.379 1.206 3.273
H -1.041 -0.495 3.464
*
```

Results
Molar mass in g/mol: 205.30
HOMO energy in eV: -8.67
HOMO-LUMO gap in eV: 9.5
LUMO level in eV: 0.8

Taking the records one at a time from the top gives energy relative to the best compared isomer or geometry (same formula, charge and spin) values of 125.0 1469.1 0.0 174.5 0.0 296.9 256.4 kJ/mol.